[1]
This record from the OMol25 dataset describes a structure of composition C36H47BN7OPdS3. The level of theory is ωB97M-V/def2-TZVPD.

Properties
- energy above the lowest of the compared OMol25 structures with the same formula, charge and spin (kcal/mol) = 6.6
- HOMO (spin up / spin down) (hartree) = -0.347 / -0.347
- DFT total energy (eV) = -87235.280
- charge = +1
- E_LUMO (spin up / spin down) (eV) = -3.27 / -3.27
- frontier orbital gap (spin up / spin down) (eV) = 6.185 / 6.183

Each line ends with the Löwdin charge.
Geometry (Å):
N  -2.024  -0.622  -1.718  0.03
C  5.207  -0.378  2.542  -0.08
H  -1.293  -1.361  4.234  0.06
H  -3.404  -2.260  -1.919  0.14
C  2.081  -2.111  5.993  -0.06
Pd  0.460  0.544  -0.063  0.55
H  4.828  1.728  2.565  0.12
H  1.219  -6.210  0.111  0.09
S  -0.067  1.228  -2.144  0.74
C  -1.993  -3.590  1.780  -0.03
H  1.182  -0.356  -5.909  0.10
H  -1.230  0.373  0.234  0.05
C  -5.759  1.048  3.725  -0.05
H  1.151  -0.152  -4.151  0.05
C  -0.674  -2.551  0.315  -0.65
C  4.650  0.792  2.051  -0.02
H  -2.793  -1.994  -4.566  0.12
C  4.213  -1.618  0.730  -0.07
H  -1.440  -1.801  -6.265  0.09
C  -2.429  -1.450  -3.718  -0.01
H  -0.497  -5.335  3.261  0.09
H  5.439  -2.491  2.256  0.11
H  0.470  -6.528  2.402  0.10
H  -7.419  2.975  2.872  0.09
C  -2.740  -1.573  -2.415  -0.04
H  -1.075  -0.362  -7.190  0.09
H  -7.567  1.616  1.765  0.09
H  3.451  4.038  -0.114  0.10
C  -0.330  -2.235  5.960  -0.05
H  -0.399  -5.779  -0.455  0.09
H  0.964  -4.686  -0.749  0.03
H  1.904  -3.294  1.301  0.03
H  -1.190  -6.242  1.894  0.09
H  -3.584  -2.078  1.672  0.12
C  -6.929  2.454  2.050  -0.06
C  -4.496  0.407  -0.567  -0.03
H  2.286  -4.880  1.991  0.10
C  1.521  -4.106  1.915  -0.03
H  -0.137  1.981  -4.655  0.04
C  0.632  -0.598  -5.000  -0.03
H  -1.257  -2.533  6.431  0.11
H  2.991  -1.160  4.289  0.11
C  -0.291  -5.759  2.277  -0.05
C  3.847  0.753  0.913  -0.18
H  4.990  3.169  0.189  0.10
C  -0.821  1.454  -5.312  -0.04
C  -5.559  1.992  2.541  -0.55
C  3.636  -0.454  0.250  -0.05
H  3.032  -0.477  -0.647  0.08
H  4.055  -2.550  0.205  0.11
N  -1.819  -1.836  0.464  0.05
S  -2.526  0.632  2.758  0.68
H  -2.585  -0.437  -6.280  0.10
C  -1.257  0.047  -2.588  -0.62
H  -0.516  1.664  -6.337  0.09
C  0.255  -4.712  1.310  -0.54
C  -1.530  -0.715  -6.266  -0.05
H  -2.311  -4.347  2.468  0.12
H  0.898  -3.007  7.537  0.11
C  -5.392  1.090  0.161  -0.03
C  -3.632  0.684  1.483  -0.70
H  5.823  -0.350  3.431  0.11
N  -3.405  0.138  0.248  0.04
H  -3.755  2.944  3.294  0.03
H  -6.361  0.187  3.426  0.09
N  0.849  -0.083  1.837  0.13
H  -4.547  0.097  -1.594  0.11
H  -6.293  1.578  4.514  0.09
C  0.847  -1.200  4.156  -0.22
S  0.594  -2.092  -0.733  0.72
N  -4.870  1.258  1.435  0.01
N  -0.766  -3.635  1.129  0.02
H  3.943  3.607  1.532  0.10
N  -1.506  -0.421  -3.829  0.02
C  3.949  3.284  0.488  0.02
C  4.990  -1.581  1.880  -0.06
C  0.835  -0.570  2.872  -0.08
C  -2.631  -2.477  1.378  -0.05
O  2.114  1.966  -0.160  -0.06
H  -5.265  3.775  3.701  0.09
H  -1.827  1.851  -5.170  0.10
H  -4.809  0.698  4.120  0.03
H  -4.618  3.879  2.059  0.09
C  -0.793  -0.062  -5.099  -0.54
C  -4.738  3.222  2.922  -0.04
C  3.217  1.983  0.380  -0.35
C  2.071  -1.460  4.772  -0.02
H  1.315  -3.730  2.919  0.08
H  -6.852  3.152  1.216  0.09
B  -2.079  -0.479  -0.181  -0.69
H  -6.356  1.461  -0.125  0.11
C  -0.360  -1.582  4.739  -0.03
C  0.884  -2.498  6.583  -0.06
C  0.527  -5.381  -0.036  -0.04
H  0.625  -1.682  -4.874  0.09
H  3.021  -2.319  6.485  0.11

---

[2]
This record from the OMol25 dataset describes a structure of composition C36H47Br2ClF6LuN4O3P2 in a non-equilibrium geometry. The level of theory is ωB97M-V/def2-TZVPD.

Properties
- energy above the lowest of the compared OMol25 structures with the same formula, charge and spin (kcal/mol) = 0.0
- HOMO (hartree) = -0.375
- DFT total energy (eV) = -271310.439
- charge = +1
- E_LUMO (eV) = -2.31
- frontier orbital gap (eV) = 7.888

Each line ends with the Löwdin charge.
Geometry (Å):
C  2.227  -0.182  -2.983  -0.41
H  2.481  3.405  1.626  0.02
C  3.370  -1.638  -4.569  -0.17
H  5.540  1.685  -5.603  0.09
C  -3.958  -3.665  0.907  -0.50
H  -0.723  2.787  3.734  0.05
H  -4.032  -5.467  2.187  0.09
C  1.650  0.385  2.130  -0.37
C  -0.042  4.868  -1.042  -0.52
C  -4.255  -2.179  1.147  -0.04
F  -0.489  5.054  0.194  0.17
H  -5.275  -2.086  1.525  0.10
H  3.869  3.108  0.580  0.04
C  3.845  0.100  0.299  -0.25
C  -0.989  -1.222  -0.869  -0.19
P  -0.522  2.035  1.443  0.81
F  -0.075  5.097  -3.923  0.20
H  3.501  -0.845  -0.124  0.05
H  3.831  2.404  2.209  0.06
Br  5.387  -0.936  -6.389  0.81
C  1.388  -1.821  5.218  -0.68
C  0.002  -1.759  5.245  -0.11
H  -2.618  1.457  2.523  0.05
C  -1.117  4.164  -1.919  -0.48
H  4.040  5.224  -3.078  0.09
C  4.009  0.688  -4.449  -0.18
C  -4.957  -4.200  -0.136  -0.03
C  4.598  2.994  -4.216  0.00
H  -2.773  5.011  -0.873  0.10
C  -0.616  4.021  -3.372  -0.53
O  -2.263  -5.299  0.186  0.00
C  -0.726  -2.544  4.366  -0.04
H  -0.336  -0.339  1.605  0.05
C  3.225  2.662  1.339  -0.25
C  -4.222  -4.391  2.235  -0.04
H  -0.245  0.363  3.209  0.08
C  -2.221  -3.395  -1.005  -0.04
O  1.347  0.055  -2.034  -0.36
H  3.122  -2.726  4.355  0.11
H  -0.751  4.157  2.605  0.04
F  -1.574  3.568  -4.162  0.20
C  1.296  -3.453  3.472  -0.03
H  -2.818  2.745  1.313  0.05
F  0.446  6.012  -1.480  0.20
H  -3.004  0.892  -2.036  0.12
C  4.792  1.798  -4.829  -0.01
N  -3.033  -1.182  -1.682  0.14
H  -4.197  -1.589  0.232  0.06
H  -0.055  -1.620  -0.507  0.11
Lu  0.503  1.743  -1.292  1.52
Br  1.421  -2.896  -2.938  0.82
H  -5.919  -4.394  0.340  0.09
H  4.495  0.581  -0.433  0.05
C  2.042  -2.672  4.346  -0.11
H  -1.727  -4.686  3.007  0.11
H  -3.116  4.588  -2.554  0.10
H  1.809  -4.126  2.794  0.12
C  3.054  0.896  -3.433  -0.14
H  3.479  -2.627  -4.991  0.10
O  -1.250  2.891  -1.443  -0.33
C  2.427  -1.415  -3.547  -0.58
H  -4.615  -5.136  -0.579  0.09
H  4.410  -0.089  1.212  0.06
C  -1.396  -3.327  1.327  -0.10
C  3.616  3.128  -3.208  -0.30
C  -2.326  1.795  1.527  -0.24
P  2.421  1.175  0.640  0.79
H  -2.172  6.047  -2.186  0.11
C  -0.093  -3.395  3.461  -0.23
H  -0.277  -5.008  2.076  0.12
H  -3.596  -1.736  1.898  0.07
C  -2.495  0.011  -1.680  -0.18
H  -0.494  -1.106  5.951  0.11
H  0.783  3.390  3.015  0.03
H  -3.647  -3.967  3.060  0.07
N  2.869  2.113  -2.816  0.11
H  -1.811  -2.496  4.390  0.12
H  -2.419  -5.787  1.002  0.09
H  -1.702  -2.355  1.720  0.10
H  1.960  -0.663  2.144  0.07
C  -0.899  -4.209  2.480  -0.13
H  -2.652  1.073  0.782  0.02
C  0.111  0.475  2.182  -0.40
C  -2.374  5.018  -1.885  0.04
C  3.446  4.473  -2.561  -0.01
N  -2.054  -1.956  -1.135  -0.07
H  -5.276  -4.275  2.490  0.09
H  -3.013  -3.683  -1.687  0.13
C  -0.275  3.204  2.830  -0.24
F  1.064  4.002  -0.903  -0.02
H  3.766  4.448  -1.518  0.08
H  5.186  3.859  -4.493  0.12
C  -2.492  -3.902  0.415  -0.43
H  -0.512  -3.148  0.700  0.11
Cl  2.311  -0.817  6.293  0.67
H  -5.133  -3.477  -0.934  0.09
H  2.410  4.792  -2.588  0.05
N  -1.232  0.043  -1.163  -0.02
H  -1.306  -3.881  -1.339  0.13
F  0.377  3.042  -3.379  0.04
C  4.138  -0.608  -5.013  -0.63
H  2.093  0.849  3.014  0.08